[1]
DFT (the ωB97M-V functional and the def2-TZVPD basis) results for C46H54CoF3N2O3P3S2 as an isolated structure.

## Properties
Relative energy (zero: lowest compared OMol25 entry of this formula, charge and spin)   9.2 kcal/mol
Max |F|   0.9 eV Å⁻¹
Frontier orbital gap (alpha / beta)   5.841 / 5.886 eV
Spin multiplicity   2
HOMO (alpha / beta)   -6.45 / -6.46 eV

Atoms and positions in Å:
Co -0.5845 0.4016 -0.2316
S -1.9778 -5.2444 0.7483
S 0.2428 -2.8742 -0.2149
P -0.2694 -4.7923 -0.1053
P -0.1907 0.1989 2.0416
P -0.3611 0.3277 -2.5650
F 1.5175 7.0454 -0.7846
F -0.0134 7.3454 0.7120
F -0.5353 7.3681 -1.3857
O 0.9842 -5.6099 0.5080
O -0.2985 -5.4748 -1.5610
O -2.7705 0.0360 0.0406
N -0.4882 2.5594 -0.2001
N 1.2769 -0.0215 -0.3249
C -1.4392 3.3972 -0.6206
C 1.1807 3.9123 -3.6902
C -0.7835 -2.3891 5.1199
C -0.4004 3.9440 3.7691
C 3.0373 -4.8802 1.4736
C -3.5787 -1.9811 -4.9105
C -0.0064 5.2794 -0.4137
C -0.8057 -1.1805 3.0386
C -3.8465 -0.7371 -4.3547
C -0.8285 2.2448 -4.6369
C 0.9971 4.4219 0.0016
C 1.2814 -0.4632 -2.7615
C 0.9139 -4.5460 2.7782
C 3.3871 -0.5016 0.2898
C 2.1425 -0.1261 0.7378
C -4.4701 0.7171 1.7126
C 0.7852 -5.7553 -2.4585
C -1.6524 3.9228 4.3638
C -1.5726 -0.6038 -3.5473
C 0.0874 2.8132 3.1308
C -3.7023 -0.8493 -0.6372
C 0.9044 2.7185 -3.0466
C -0.5493 3.4425 -5.2834
C -0.6640 1.6403 3.0761
C -0.1132 1.8783 -3.5023
C 0.2427 6.7674 -0.4751
C -3.0504 -2.1186 -1.1116
C -2.2721 -3.0613 3.3514
C 3.2851 -0.6558 -1.1130
C 1.9801 -0.3776 -1.4456
C 1.6469 -5.4173 1.7713
C 0.7116 3.0716 0.0911
C -3.4722 1.1314 0.6416
C -2.8521 -0.0619 -3.6694
C 1.6408 0.1223 2.1252
C -1.3167 -1.8535 -4.1016
C 1.9128 -4.7383 -2.4452
C 1.2869 -7.1675 -2.2020
C -1.2505 4.7623 -0.7367
C -2.3168 -2.5370 -4.7783
C -1.7738 -3.2352 4.6313
C -0.3038 -1.3611 4.3291
C 0.4440 4.2829 -4.8082
C -2.3977 2.7531 4.3467
C -1.7829 -2.0378 2.5498
C -1.9054 1.6234 3.7132
H -4.7105 1.5856 2.3259
H 2.9605 -3.8574 1.0994
H -3.3642 2.7170 4.8323
H -4.1422 -0.2852 -1.4674
H -1.1111 3.7124 -6.1677
H -2.7035 1.7608 1.0860
H 0.6580 5.2135 -5.3166
H 0.4548 -7.8693 -2.2020
H -2.0503 5.3981 -1.0860
H -3.0732 -2.9166 -0.3695
H -4.5002 -1.0741 0.0703
H 1.8305 0.0654 -3.5445
H 1.1574 -1.4994 -3.0760
H 1.5104 2.4128 -2.2026
H 1.9231 -0.6852 2.8047
H -2.4771 0.7066 3.7350
H 1.9752 4.5502 -3.3245
H 0.2034 4.8411 3.8070
H -4.8321 -0.2998 -4.4469
H 2.5809 -4.9515 -3.2809
H -2.3870 2.9538 -0.8885
H 0.9304 -3.5001 2.4759
H 1.7804 -7.2168 -1.2333
H 3.5310 -5.4941 0.7205
H 4.0592 -0.9767 -1.7904
H -3.9832 1.7028 -0.1454
H 2.4808 -4.7899 -1.5176
H -0.1236 -4.8555 2.8854
H -2.0362 4.8076 4.8542
H 1.9962 -7.4605 -2.9780
H 1.7232 -6.4255 2.1907
H -2.0024 -1.9650 -1.3559
H 1.9878 4.7864 0.2342
H -4.3563 -2.5197 -5.4352
H 1.4739 2.3558 0.3735
H 4.2581 -0.6740 0.9001
H -3.5558 -2.4726 -2.0112
H -1.6009 1.5992 -5.0311
H -0.3479 -2.3190 -3.9976
H -2.1059 -3.5133 -5.1928
H -2.1328 -1.9286 1.5337
H 0.4526 -0.6908 4.7209
H 1.4143 -4.6487 3.7426
H -0.3849 -2.5343 6.1149
H 3.6475 -4.8838 2.3782
H -3.0112 -3.7430 2.9545
H -5.4008 0.3352 1.2989
H -3.0718 0.9020 -3.2230
H -2.1403 -4.0469 5.2452
H 2.0281 1.0517 2.5501
H 1.0725 2.8518 2.6897
H 0.3073 -5.7291 -3.4440
H -4.0381 -0.0490 2.3559
H 1.5306 -3.7228 -2.5327



[2]
DFT (the ωB97M-V functional and the def2-TZVPD basis) results for C7H10 as an isolated structure at a distorted geometry.

## Properties
Relative energy (zero: lowest compared OMol25 entry of this formula, charge and spin)   145.6 kcal/mol
Max |F|   1.0 eV Å⁻¹
Frontier orbital gap (alpha / beta)   7.419 / 7.165 eV
Spin multiplicity   1
HOMO (alpha / beta)   -7.29 / -7.33 eV

Atoms and positions in Å:
C 1.2099 -0.4279 0.2720
C -1.7414 -0.6147 0.2710
C -1.9437 1.9653 0.7573
C 0.0129 0.1557 -0.4516
C -0.9082 -0.8797 -0.9884
C 2.4544 0.3961 -0.0972
C -1.4334 0.8783 0.4847
H -1.4548 -0.5414 -1.8727
H 1.3685 -1.4795 -0.0195
H 1.0834 -0.4278 1.3630
H -1.4224 -1.2380 1.1104
H -2.8184 -0.7099 0.1228
H 2.4712 0.5985 -1.1731
H -2.1671 3.0112 0.7420
H -0.5394 -1.9020 -1.0978
H 2.4550 1.3595 0.4200
H 3.3734 -0.1437 0.1572



[3]
DFT (the ωB97M-V functional and the def2-TZVPD basis) results for a 6-piece molecular cluster, C11H33F3N6O8S overall at a distorted geometry.

## Properties
Relative energy (zero: lowest compared OMol25 entry of this formula, charge and spin)   35.7 kcal/mol
Max |F|   5.8 eV Å⁻¹
Frontier orbital gap   9.080 eV
Spin multiplicity   1
HOMO   -8.78 eV

Atoms and positions in Å:
S -0.7834 -3.3061 -0.6305
F 1.6456 -3.9128 -1.3582
F 0.2327 -5.1226 -2.2986
F 0.4748 -3.1723 -3.0919
O 0.7790 -0.3574 2.4987
O 1.2027 -0.3051 -0.2670
O 3.1384 -1.9607 0.7159
O -2.1399 -3.6234 -1.1124
O -0.4852 -1.8533 -0.5179
O 1.7040 -0.3082 -2.6655
O -0.4738 -4.0487 0.5824
O -1.2900 2.4175 -0.1951
N -1.5775 5.5644 -0.3042
N 5.0554 -3.0915 0.1223
N -1.3991 -1.6453 4.0321
N 1.1182 -1.1073 -4.6436
N 1.9177 0.8924 -4.5463
N 3.7808 -3.8087 1.7491
C 1.5503 -0.1954 -3.9046
C -1.5814 -0.7986 2.8217
C 1.9049 0.2613 2.9918
C 0.4660 -3.9204 -1.9241
C -1.4684 1.7037 -1.3861
C -3.0163 4.4850 -1.9489
C -2.8738 -0.0947 3.1491
C -2.6368 4.6026 -0.4731
C 3.9525 -2.8675 0.8236
C -2.3693 3.2277 0.2655
C -0.4511 0.2302 2.7860
H 5.5446 -3.9658 0.2502
H -2.2615 0.9760 -1.2141
H -1.8261 -2.5598 3.9922
H 1.5521 -0.1852 -1.1531
H 1.7696 0.4724 4.0525
H -1.9477 6.4752 -0.5359
H -2.1293 3.4819 1.2979
H 0.9698 -0.9141 -5.6238
H 0.5471 -1.0055 -0.2298
H -1.4846 5.5646 0.7015
H -0.4482 -1.9252 4.2255
H 3.1043 -3.4489 2.4071
H 4.6154 -4.2987 2.0381
H 2.1256 1.1632 2.4209
H -3.1966 0.6213 2.3933
H -1.6725 2.2879 -2.2834
H -3.2828 2.6336 0.2940
H 2.3651 1.5957 -3.9759
H -2.8156 0.3280 4.1522
H -2.2836 4.2703 -2.7268
H 5.2236 -2.5232 -0.6956
H 1.8863 -0.5034 0.3771
H 2.7652 -0.4081 2.9954
H -0.5605 1.1211 -1.5426
H -0.5386 0.7720 3.7278
H 0.6701 -1.8548 -4.1332
H -1.6324 -1.3261 1.8692
H -3.5213 5.4060 -2.2402
H 1.5157 1.0247 -5.4634
H -3.5463 4.9467 0.0194
H -3.7852 3.7149 -2.0101
H -0.4813 1.0624 2.0827
H -3.6173 -0.8839 3.2608



[4]
DFT (the ωB97M-V functional and the def2-TZVPD basis) results for C36H37NOP2Zn as an isolated structure at a distorted geometry.

## Properties
Relative energy (zero: lowest compared OMol25 entry of this formula, charge and spin)   6.4 kcal/mol
Max |F|   3.3 eV Å⁻¹
Frontier orbital gap (alpha / beta)   4.869 / 5.671 eV
Spin multiplicity   1
HOMO (alpha / beta)   -5.06 / -5.52 eV

Atoms and positions in Å:
Zn -0.6053 1.3101 1.3724
P 2.1398 0.0798 1.2514
P -1.6590 -0.8252 0.8368
O -1.8959 0.2730 5.4005
N -1.1595 0.8697 3.2046
C 3.5879 -1.0117 1.3040
C -4.9621 1.5416 0.2780
C -4.0759 -4.5950 1.8185
C -3.7493 -3.6556 2.8084
C -4.4372 2.8385 0.3210
C -1.2803 -1.3401 -3.4096
C -2.7341 0.5728 0.2950
C 4.8886 -0.5589 1.0932
C -1.3574 1.6472 -3.8507
C 2.3254 2.8445 1.5576
C 1.7630 0.1546 2.9882
C -1.9055 0.9573 -2.6304
C -2.9482 -3.2382 0.1543
C 5.9679 -1.4020 1.3725
C 1.0090 -0.1495 -3.0742
C -3.0670 3.0226 0.3931
C 0.1160 -0.9225 -3.9914
C 2.6301 4.1368 1.1166
C -2.1815 1.9349 0.3130
C -1.9147 -0.3868 -2.4758
C 3.3598 -2.3365 1.7222
C -3.0233 -2.5181 2.4827
C -4.1390 0.4105 0.2935
C -2.6181 -2.3025 1.1532
C -3.6904 -4.3721 0.4899
C -0.1439 -1.2742 -0.0202
C 3.1625 1.9421 -0.5462
C 4.4449 -3.1539 2.0266
C 0.0982 2.0840 -3.7715
C 0.9791 1.1915 -2.9629
C 1.1225 -0.7331 0.0492
C 3.4329 3.2432 -0.9827
C 2.6069 1.7417 0.7307
C 3.1739 4.3462 -0.1464
C -1.5349 0.5728 4.3124
C 5.7521 -2.6977 1.8487
H -1.9418 -1.5278 -4.2759
H -4.6228 -5.5015 2.0837
H -1.1698 -2.3098 -2.8855
H 0.1695 3.0995 -3.3549
H 1.4351 -0.8294 3.2984
H 1.7322 1.6978 -2.3682
H 0.6200 -1.8786 -4.1999
H 0.9640 0.8658 3.2351
H 4.2677 -4.1517 2.4236
H -1.1522 2.2484 -0.1375
H -2.7602 -1.7647 3.2263
H 1.8057 -1.1746 -0.7024
H 2.6771 0.4276 3.5213
H -5.0901 3.7048 0.3045
H 3.4182 5.3531 -0.4883
H -4.5682 -0.5898 0.2791
H 3.8527 3.4095 -1.9830
H 0.4763 2.1222 -4.8078
H -1.9656 2.5530 -4.0060
H -2.6462 -3.0564 -0.8763
H 5.0486 0.4532 0.7219
H -0.2544 -2.1619 -0.6936
H 6.5988 -3.3398 2.0938
H -2.5379 -0.8544 -1.7223
H 6.9799 -1.0328 1.2480
H -4.0644 -3.8249 3.8362
H 2.3379 -2.7104 1.8277
H 1.8003 -0.7403 -2.6181
H 1.8449 2.6997 2.5055
H 2.4261 4.9818 1.7753
H -2.3897 1.6205 -1.9112
H -2.6016 4.0081 0.4060
H 3.3523 1.0890 -1.2010
H -1.4893 0.9536 -4.6932
H -6.0481 1.4081 0.2487
H -0.0197 -0.3956 -4.9571
H -3.9638 -5.0935 -0.2789



[5]
DFT (the ωB97M-V functional and the def2-TZVPD basis) results for a 2-piece molecular cluster, C3H6N2O3 overall at a distorted geometry.

## Properties
Relative energy (zero: lowest compared OMol25 entry of this formula, charge and spin)   106.2 kcal/mol
Max |F|   6.0 eV Å⁻¹
Frontier orbital gap   10.222 eV
Spin multiplicity   1
HOMO   -9.72 eV

Atoms and positions in Å:
O 1.3844 0.4981 1.3982
O -0.0537 -0.6954 -0.5198
O 0.6938 1.1362 -1.7078
N -1.2436 -1.3328 -0.0311
N 2.1998 -1.5233 0.6057
C -0.0415 0.8400 -0.8381
C -1.0825 1.5840 -0.0806
C 1.4500 -0.5713 0.8392
H -2.0471 1.4363 -0.5637
H -0.8495 -1.9733 0.6666
H -1.1598 1.2179 0.9391
H -1.5631 -1.9023 -0.8123
H 3.0842 -1.3402 0.1476
H -0.7713 2.6261 -0.0430



[6]
DFT (the ωB97M-V functional and the def2-TZVPD basis) results for a 2-piece molecular cluster, CHClFO3 overall at a distorted geometry.

## Properties
Relative energy (zero: lowest compared OMol25 entry of this formula, charge and spin)   71.7 kcal/mol
Max |F|   3.0 eV Å⁻¹
Net charge   +1
Frontier orbital gap (alpha / beta)   8.495 / 8.496 eV
Spin multiplicity   1
HOMO (alpha / beta)   -16.35 / -16.35 eV

Atoms and positions in Å:
Cl -1.9452 0.1637 0.8622
F -2.2979 0.5934 -1.5450
O 2.8556 -0.9497 1.2141
O 2.2181 -0.2564 0.4792
O 0.9603 -0.3956 0.3311
C -1.4270 0.4132 -0.5934
H -0.3638 0.4314 -0.7483



[7]
DFT (the ωB97M-V functional and the def2-TZVPD basis) results for C6H7HgLiO7 as an isolated structure at a distorted geometry.

## Properties
Max |F|   4.5 eV Å⁻¹
Net charge   +2
Frontier orbital gap   7.681 eV
Spin multiplicity   1
HOMO   -18.17 eV

Atoms and positions in Å:
Hg 0.8386 -1.7533 -0.9131
O 0.2394 2.3365 1.7071
O -0.7336 -2.3840 0.1708
O 2.0899 -0.5269 0.1504
O -2.8109 -1.5341 -0.2470
O 0.4940 2.0933 -0.5216
O -1.3194 1.3146 0.4462
O -0.8549 -0.5238 -0.8826
C -0.3941 1.7190 -1.5975
C 3.1976 -0.9488 1.0143
C -1.3495 0.7827 -0.8746
C -0.1792 1.9742 0.6551
C 1.9557 -0.5919 1.6939
C -1.6242 -1.6366 -0.3460
Li 2.5002 1.4496 -0.4554
H 1.4270 -1.3841 2.2225
H 4.0198 -0.2300 1.0142
H 3.4651 -2.0008 0.9145
H 1.8546 0.4144 2.1028
H -2.3894 0.7501 -1.2105
H 0.1833 1.2439 -2.3947
H -0.8897 2.6144 -1.9845



[8]
DFT (the ωB97M-V functional and the def2-TZVPD basis) results for C14H27Mg2O7 as an isolated structure at a distorted geometry.

## Properties
Max |F|   3.0 eV Å⁻¹
Net charge   +1
Frontier orbital gap   4.636 eV
Spin multiplicity   1
HOMO   -9.93 eV

Atoms and positions in Å:
Mg 0.5259 0.4050 0.9938
Mg 1.3611 0.5355 3.7776
O 0.8424 -1.1089 -0.4688
O 1.0742 1.8974 -0.1339
O 2.0098 -0.3008 2.1226
O -0.1883 1.3462 2.7598
O 1.9477 -2.7449 -1.4407
O -2.1763 -1.8011 -0.5476
O -1.2806 0.0760 0.3434
C 1.2809 -0.9691 -2.8633
C 3.1563 -1.1062 2.2048
C -3.5986 0.0127 -0.4244
C 1.8067 -2.1433 -3.7114
C -1.2951 2.2215 2.8060
C 1.3318 -1.5753 -1.4649
C 0.7941 2.6853 -1.2230
C -0.7744 3.6558 2.6917
C -3.4729 -2.2229 -0.9300
C -4.4616 -1.2238 -0.3245
C -2.1948 -0.5203 -0.1264
C 2.9181 -2.4441 2.9150
C -0.1574 3.8174 -0.9175
C 2.6009 -2.9695 -2.7140
H 2.0511 -2.9883 2.5362
H 0.9182 -2.7066 -3.9908
H -1.9202 2.1681 3.6995
H 2.4652 -1.9020 -4.5418
H -1.8991 2.0991 1.9041
H -5.3624 -1.2530 -0.9364
H 2.5408 -4.0255 -2.9784
H 3.9431 -0.6660 2.8240
H 1.9494 -0.1050 -2.8424
H -3.5157 0.3191 -1.4741
H 0.3960 2.1053 -2.0794
H 3.4657 -1.4414 1.2137
H -3.7138 0.9152 0.1724
H 0.2899 -0.6140 -3.1254
H 0.2621 4.6241 -0.3151
H -3.6597 -3.2196 -0.5345
H 2.6548 -2.2956 3.9799
H -3.6739 -2.2252 -2.0024
H -0.1822 4.0411 3.5281
H -0.1184 3.7220 1.8245
H 1.6678 3.1165 -1.7440
H -0.6190 4.3285 -1.7705
H -1.6214 4.3397 2.5861
H -1.0340 3.3820 -0.4210
H -4.8064 -1.4268 0.6896
H 3.8199 -3.0501 2.9843
H 3.6526 -2.7637 -2.5100



[9]
DFT (the ωB97M-V functional and the def2-TZVPD basis) results for one molecule with the formula C15H30INO3.

## Properties
Max |F|   0.4 eV Å⁻¹
Frontier orbital gap   9.814 eV
Spin multiplicity   1
HOMO   -9.32 eV

Atoms and positions in Å:
I -2.4671 3.7706 -1.4281
O 3.3065 0.8778 0.3745
O -2.5931 -0.0132 -0.5341
O 1.3766 0.9544 -2.1465
N -3.4600 1.0149 2.4060
C -0.3720 -1.1694 -0.7498
C 2.0553 1.9212 -1.3636
C 0.1419 1.3256 -2.7389
C -0.0996 -4.3640 0.5208
C 0.1404 -2.1501 -1.8127
C -1.4270 2.0283 -0.7483
C -2.1679 1.1051 0.2391
C -1.2272 -3.3226 0.5288
C -0.7753 -1.8544 0.5794
C 2.1127 1.5807 0.1228
C -1.5015 -0.3205 -1.4030
C -3.3104 1.6315 1.0933
C 3.4267 0.4387 1.7162
C 3.8789 1.5491 2.6723
C -1.1336 1.0899 -1.9341
H 4.1490 -0.3792 1.6968
H 4.6701 1.2019 3.3386
H -0.6223 -2.8842 -2.0899
H 1.6122 2.9132 -1.5211
H -0.5464 2.4333 -0.2633
H 2.0608 2.4968 0.7336
H 1.0260 -2.6841 -1.4655
H 0.4795 -0.5180 -0.5486
H 0.4264 -1.6026 -2.7170
H 3.0875 1.9528 -1.7247
H 0.0754 0.7497 -3.6670
H -4.2449 1.4857 0.5445
H 1.2526 0.9511 0.3899
H -1.8869 -3.4852 -0.3308
H -0.4333 -5.3004 0.9745
H -1.9167 -0.8933 -2.2386
H -1.9412 1.2863 -2.6493
H -3.5665 0.0109 2.3149
H 0.1701 2.3882 -3.0252
H -1.8523 -3.4957 1.4111
H 2.4642 0.0160 2.0396
H -2.6305 1.1696 2.9675
H -1.3709 0.7612 0.9235
H -1.5892 -1.2900 1.0356
H -3.1858 2.7099 1.2253
H 0.7666 -4.0050 1.0846
H 0.2383 -4.6083 -0.4880
H 0.0755 -1.7834 1.2701
H 4.2672 2.3880 2.0897
H 3.0615 1.9213 3.2952



[10]
DFT (the ωB97M-V functional and the def2-TZVPD basis) results for a 2-piece molecular cluster, CH3Br3Si overall at a distorted geometry.

## Properties
Relative energy (zero: lowest compared OMol25 entry of this formula, charge and spin)   99.8 kcal/mol
Max |F|   4.1 eV Å⁻¹
Frontier orbital gap (alpha / beta)   8.322 / 8.493 eV
Spin multiplicity   1
HOMO (alpha / beta)   -9.14 / -9.50 eV

Atoms and positions in Å:
Br 0.0469 -0.7705 -2.6052
Br -0.0087 0.3102 2.2642
Br 2.8369 0.2532 -0.6258
Si 0.9692 -0.9954 -0.6454
C -0.2663 -0.2849 0.4948
H 0.0686 1.1807 -0.9653
H 1.3828 -2.3297 -0.0427
H -1.2392 -0.5257 0.4617